Entry 1:
Density functional theory data (ωB97M-V/def2-TZVPD) for C23H19MnN3O2Se as an isolated structure.

```
49
Properties=species:S:1:pos:R:3:nbo_charge:R:1
Mn -0.52787 0.58928 -0.28435 1.20
C 2.16986 0.01906 -3.74838 -0.08
O 2.66795 -0.70990 -2.56338 -0.44
C 1.77331 -0.51336 -1.62608 0.59
N 0.77501 0.25808 -1.86406 -0.57
C 0.90230 0.75371 -3.25295 -0.11
C -0.32866 0.45911 -4.07025 -0.07
C -0.91710 -0.80026 -4.02050 -0.17
C -2.03655 -1.07699 -4.78629 -0.21
C -2.56993 -0.09652 -5.61214 -0.19
C -1.98125 1.15665 -5.66886 -0.19
C -0.86203 1.43477 -4.89712 -0.18
C 1.89742 -1.17407 -0.30180 0.14
C 2.85065 -2.07107 0.14885 -0.17
C 2.70174 -2.55401 1.44695 -0.13
C 1.64241 -2.14977 2.25625 -0.17
C 0.74788 -1.24235 1.71516 0.15
N 0.90003 -0.79340 0.47967 -0.50
C -0.45062 -0.61614 2.32905 0.59
N -1.13082 0.24652 1.66473 -0.57
C -2.22177 0.73729 2.53150 -0.11
C -1.99756 -0.07131 3.83294 -0.08
O -0.82002 -0.91847 3.54951 -0.44
C -2.14721 2.23132 2.71784 -0.06
C -0.92825 2.84611 2.98516 -0.17
C -0.86613 4.21593 3.18087 -0.21
C -2.02497 4.97749 3.11630 -0.19
C -3.24116 4.36638 2.85477 -0.19
C -3.30207 2.99515 2.65295 -0.18
H 1.94958 -0.73722 -4.49713 0.22
H 2.97149 0.67358 -4.07423 0.22
H 1.05530 1.83177 -3.19983 0.24
H -0.51060 -1.56881 -3.37042 0.19
H -2.49732 -2.05457 -4.73725 0.22
H -3.44722 -0.30880 -6.20818 0.23
H -2.40005 1.92398 -6.30571 0.23
H -0.41961 2.42313 -4.92465 0.22
H 3.67353 -2.38307 -0.47786 0.26
H 3.42387 -3.25972 1.83466 0.25
H 1.52439 -2.52905 3.26098 0.26
H -3.16397 0.47671 2.05041 0.24
H -2.80963 -0.74470 4.08814 0.22
H -1.72498 0.55553 4.67723 0.22
H -0.01691 2.25826 3.03511 0.19
H 0.08475 4.69128 3.38175 0.22
H -1.97954 6.04783 3.26522 0.23
H -4.14399 4.95897 2.79539 0.23
H -4.25033 2.52499 2.42297 0.22
Se -1.95711 2.07856 -1.03183 -0.57
```

Results
LUMO energy (alpha / beta) (eV): -4.166 / -4.350
M (g/mol): 503.3
Total charge: +1
HOMO level (alpha / beta) (eV): -9.94 / -10.50
Kohn-Sham gap (alpha / beta) (eV): 5.77 / 6.15
Multiplicity: 5

***

Entry 2:
Density functional theory data (ωB97M-V/def2-TZVPD) for an isolated ion of composition C23H19N4O4 and charge -1 at a distorted geometry.

```
50
Properties=species:S:1:pos:R:3:nbo_charge:R:1
N -0.17831 -4.93418 -3.22893 -0.35
C -0.43250 -4.31100 -2.22913 0.29
C -0.65313 -3.61274 -0.95762 -0.30
C -0.96249 -2.24570 -1.03237 0.14
C -0.89820 -1.41323 -2.17786 -0.10
C -1.83076 -1.43395 -3.22266 -0.20
C -1.63751 -0.61171 -4.35347 -0.18
C -0.61030 0.28784 -4.36642 -0.25
C 0.26964 0.34152 -3.32469 0.24
N 1.31473 1.33924 -3.34594 -0.71
C 1.54186 2.44969 -2.42424 0.72
O 2.52659 3.05533 -2.65635 -0.60
C 0.58367 2.73239 -1.26722 -0.53
C -0.65556 3.41760 -1.75806 -0.39
C -1.96481 2.89896 -1.03495 -0.50
C -1.99058 3.12052 0.46551 0.75
O -2.55780 2.24112 1.18818 -0.82
O -1.33764 4.07409 0.88488 -0.76
C 0.15671 -0.49579 -2.24524 -0.22
C -1.30309 -1.61940 0.15605 -0.24
C -1.21459 -2.34627 1.44071 0.30
C -1.47700 -1.67696 2.75121 -0.21
C -2.42675 -0.62476 2.82715 -0.14
C -2.47426 0.17229 3.91471 -0.23
C -1.61707 -0.07091 5.00292 -0.15
C -0.80900 -1.26244 5.05793 -0.29
C -0.70835 -2.00891 3.86978 0.35
O 0.17921 -3.07591 3.78578 -0.72
N -0.84772 -3.63875 1.41409 -0.56
C -0.58732 -4.24814 0.29358 0.44
N -0.24147 -5.55840 0.42054 -0.79
H -2.56749 -2.19420 -3.13833 0.21
H -2.34900 -0.71497 -5.17745 0.21
H -0.52183 0.86955 -5.19675 0.21
H 2.01858 1.34706 -4.14069 0.40
H 0.42024 1.84099 -0.59494 0.23
H 1.06162 3.41154 -0.51337 0.26
H -0.71649 3.29268 -2.85697 0.18
H -0.42583 4.45873 -1.54961 0.23
H -2.06483 1.79165 -1.21870 0.19
H -2.68783 3.48634 -1.49770 0.20
H 0.93810 -0.51784 -1.46535 0.23
H -1.76712 -0.64477 0.15736 0.25
H -2.92257 -0.23795 1.96642 0.25
H -3.17270 0.93948 3.99939 0.23
H -1.64497 0.67825 5.82342 0.21
H -0.10002 -1.54040 5.78766 0.22
H -0.02879 -3.53308 2.87993 0.50
H -0.26026 -6.16935 -0.42032 0.40
H -0.57115 -5.92082 1.28566 0.40
```

Results
LUMO energy (eV): 1.809
M (g/mol): 415.4
Total charge: -1
SMILES: N#Cc1c(-c2cccc(NC(=O)CCCC(=O)[O-])c2)cc(-c2ccccc2O)nc1N
HOMO level (eV): -4.61
ΔE to the lowest compared entry with this formula, charge and spin (kJ/mol): 204.6
Kohn-Sham gap (eV): 6.42

***

Entry 3:
Density functional theory data (ωB97M-V/def2-TZVPD) for C23H19N5OS2W as an isolated structure.

```
51
Properties=species:S:1:pos:R:3:mulliken_charge:R:1
W -0.71135 -1.92221 0.18897 0.90
C -1.35277 -4.15928 -0.37241 -0.29
C -2.48813 -3.45784 0.07921 -0.24
C -2.27283 -3.11555 1.44999 -0.40
C -1.01583 -3.63676 1.83123 -0.41
C -0.42444 -4.24340 0.69646 -0.55
H -1.18767 -4.51751 -1.37640 0.47
H -3.35764 -3.21504 -0.51307 0.46
H -2.95911 -2.58264 2.09257 0.44
H -0.56163 -3.54825 2.80354 0.55
H 0.53306 -4.74024 0.66630 0.58
C -3.29874 0.71596 -0.29349 -1.29
C -1.95250 0.54376 -0.89626 0.56
N -0.93165 0.21457 -0.12776 -0.20
N 0.33735 0.54266 -0.67360 -0.19
C 1.33449 -0.24973 -0.75977 0.31
S 1.58484 -1.99567 -0.50724 -0.20
S 2.83362 0.38506 -1.41592 0.04
C 3.67121 0.87051 0.13156 -0.96
C 3.00411 1.96964 0.91848 0.60
C 3.16647 1.97636 2.30312 -0.57
C 2.68261 3.03458 3.06185 -0.59
C 2.00015 4.07375 2.44658 -0.53
C 1.81713 4.05883 1.07092 -0.70
C 2.32128 3.01599 0.30836 -0.18
C -1.72173 0.45847 -2.32402 0.61
C -1.98407 1.37571 -3.33106 -0.94
C -1.69953 1.03462 -4.64593 -0.71
C -1.20893 -0.22760 -4.95318 -0.61
C -1.00126 -1.18414 -3.96194 -0.76
C -1.24309 -0.82806 -2.65428 0.80
O -1.14206 -1.76631 -1.64950 -0.39
H -3.25588 1.46216 0.50138 0.37
H -4.02575 1.00609 -1.04726 0.43
H -3.64275 -0.21726 0.16464 0.22
H 3.81761 -0.02378 0.73645 0.40
H 4.65607 1.17183 -0.23489 0.49
H 3.72182 1.17864 2.78848 0.43
H 2.85071 3.04869 4.12894 0.52
H 1.62821 4.90171 3.03505 0.44
H 1.30424 4.87819 0.58459 0.44
H 2.19512 3.03141 -0.76696 0.44
H -2.36475 2.35843 -3.08533 0.54
H -1.87122 1.75278 -5.43513 0.46
H -1.00824 -0.48720 -5.98373 0.46
H -0.67047 -2.18484 -4.20424 0.50
N -0.08974 -1.17331 1.84326 -0.32
C 0.29205 -0.69514 2.89502 0.84
N 0.61492 -0.30819 3.96799 -0.34
C 1.25140 0.41338 4.85827 0.43
N 1.82531 1.00615 5.66018 -0.35
```

Results
LUMO energy (eV): -9.260
M (g/mol): 629.4
Total charge: +2
HOMO level (eV): -13.89
ΔE to the lowest compared entry with this formula, charge and spin (kJ/mol): 263.0
Kohn-Sham gap (eV): 4.63

***

Please write out number 3 again, unchanged.
Density functional theory data (ωB97M-V/def2-TZVPD) for C23H19N5OS2W as an isolated structure.

```
51
Properties=species:S:1:pos:R:3:mulliken_charge:R:1
W -0.71135 -1.92221 0.18897 0.90
C -1.35277 -4.15928 -0.37241 -0.29
C -2.48813 -3.45784 0.07921 -0.24
C -2.27283 -3.11555 1.44999 -0.40
C -1.01583 -3.63676 1.83123 -0.41
C -0.42444 -4.24340 0.69646 -0.55
H -1.18767 -4.51751 -1.37640 0.47
H -3.35764 -3.21504 -0.51307 0.46
H -2.95911 -2.58264 2.09257 0.44
H -0.56163 -3.54825 2.80354 0.55
H 0.53306 -4.74024 0.66630 0.58
C -3.29874 0.71596 -0.29349 -1.29
C -1.95250 0.54376 -0.89626 0.56
N -0.93165 0.21457 -0.12776 -0.20
N 0.33735 0.54266 -0.67360 -0.19
C 1.33449 -0.24973 -0.75977 0.31
S 1.58484 -1.99567 -0.50724 -0.20
S 2.83362 0.38506 -1.41592 0.04
C 3.67121 0.87051 0.13156 -0.96
C 3.00411 1.96964 0.91848 0.60
C 3.16647 1.97636 2.30312 -0.57
C 2.68261 3.03458 3.06185 -0.59
C 2.00015 4.07375 2.44658 -0.53
C 1.81713 4.05883 1.07092 -0.70
C 2.32128 3.01599 0.30836 -0.18
C -1.72173 0.45847 -2.32402 0.61
C -1.98407 1.37571 -3.33106 -0.94
C -1.69953 1.03462 -4.64593 -0.71
C -1.20893 -0.22760 -4.95318 -0.61
C -1.00126 -1.18414 -3.96194 -0.76
C -1.24309 -0.82806 -2.65428 0.80
O -1.14206 -1.76631 -1.64950 -0.39
H -3.25588 1.46216 0.50138 0.37
H -4.02575 1.00609 -1.04726 0.43
H -3.64275 -0.21726 0.16464 0.22
H 3.81761 -0.02378 0.73645 0.40
H 4.65607 1.17183 -0.23489 0.49
H 3.72182 1.17864 2.78848 0.43
H 2.85071 3.04869 4.12894 0.52
H 1.62821 4.90171 3.03505 0.44
H 1.30424 4.87819 0.58459 0.44
H 2.19512 3.03141 -0.76696 0.44
H -2.36475 2.35843 -3.08533 0.54
H -1.87122 1.75278 -5.43513 0.46
H -1.00824 -0.48720 -5.98373 0.46
H -0.67047 -2.18484 -4.20424 0.50
N -0.08974 -1.17331 1.84326 -0.32
C 0.29205 -0.69514 2.89502 0.84
N 0.61492 -0.30819 3.96799 -0.34
C 1.25140 0.41338 4.85827 0.43
N 1.82531 1.00615 5.66018 -0.35
```

Results
LUMO energy (eV): -9.260
M (g/mol): 629.4
Total charge: +2
HOMO level (eV): -13.89
ΔE to the lowest compared entry with this formula, charge and spin (kJ/mol): 263.0
Kohn-Sham gap (eV): 4.63